{"formula": "C26H15Cl2N8O11Tl", "method": "the ωB97M-V functional and the def2-TZVPD basis", "charge": -2, "largest_force_ev_per_a": 0.72, "homo_lumo_gap_ev": 6.76, "molar_mass_g_mol": 890.7, "e_homo_ev": -2.853, "relative_energy_kcal_mol": 1.43, "species": ["Tl", "Cl", "C", "C", "C", "N", "C", "O", "C", "C", "C", "C", "C", "N", "C", "C", "C", "Cl", "N", "C", "O", "C", "C", "C", "C", "C", "N", "H", "H", "H", "H", "H", "H", "H", "H", "H", "H", "O", "C", "O", "C", "C", "C", "C", "C", "C", "O", "N", "O", "O", "N", "O", "O", "H", "H", "N", "N", "C", "O", "O", "H", "H", "H"], "xyz": [[-0.59, 0.31, 0.46], [-5.45, 2.56, 5.10], [-4.13, 1.66, 4.41], [-3.96, 1.68, 3.03], [-2.92, 0.97, 2.42], [-2.69, 0.94, 1.06], [-3.49, 1.49, 0.14], [-4.57, 2.06, 0.30], [-3.00, 1.33, -1.29], [-3.61, 2.07, -2.29], [-3.18, 1.92, -3.59], [-2.17, 1.01, -3.86], [-1.62, 0.30, -2.80], [-2.02, 0.47, -1.55], [-2.03, 0.22, 3.25], [-2.23, 0.22, 4.63], [-3.26, 0.93, 5.21], [-3.45, 0.89, 6.93], [-0.97, -0.43, 2.63], [-0.31, -1.45, 3.19], [-0.58, -2.04, 4.25], [0.92, -1.91, 2.44], [1.44, -3.17, 2.70], [2.59, -3.56, 2.04], [3.22, -2.66, 1.19], [2.63, -1.42, 1.00], [1.50, -1.06, 1.60], [-4.64, 2.24, 2.42], [-4.41, 2.74, -2.00], [-3.61, 2.52, -4.38], [-1.80, 0.86, -4.86], [-0.85, -0.44, -2.98], [-1.57, -0.36, 5.25], [0.92, -3.81, 3.40], [3.01, -4.55, 2.20], [4.13, -2.92, 0.67], [3.09, -0.68, 0.35], [-0.31, -3.37, -1.96], [0.08, -2.31, -1.46], [-0.41, -1.77, -0.42], [1.28, -1.64, -2.16], [1.90, -2.37, -3.13], [3.02, -1.89, -3.83], [3.56, -0.66, -3.49], [2.99, 0.08, -2.49], [1.76, -0.32, -1.82], [1.21, 0.46, -1.01], [3.68, 1.29, -2.10], [4.29, 1.91, -2.96], [3.67, 1.62, -0.92], [3.66, -2.70, -4.82], [3.17, -3.78, -5.11], [4.66, -2.25, -5.39], [1.50, -3.35, -3.37], [4.45, -0.30, -3.99], [1.02, 1.80, 1.58], [0.71, 3.15, 1.37], [-0.02, 3.47, 0.17], [0.06, 4.65, -0.18], [-0.66, 2.52, -0.37], [1.03, 1.57, 2.56], [1.89, 1.52, 1.13], [1.46, 3.80, 1.51]]}